One molecule with the formula C19H17N3O3S. Source: the Open Molecules 2025 dataset; level of theory: ωB97M-V/def2-TZVPD.

Each atom is followed by the atoms it is bonded to, with distances in Å.
Cartesian coordinates (Å):
1 C -0.058 3.145 -0.362  O2 1.405, H27 1.095, H28 1.089, H29 1.095
2 O -0.184 1.814 -0.794  C1 1.405, C3 1.378
3 C 0.611 0.861 -0.196  O2 1.378, C4 1.379, C8 1.419
4 C 1.553 1.125 0.776  C3 1.379, C5 1.393, H30 1.077
5 C 2.282 0.059 1.297  C4 1.393, C6 1.405, C26 1.436
6 C 2.052 -1.249 0.837  C5 1.405, C7 1.384, O20 1.360
7 C 1.112 -1.529 -0.140  C6 1.384, C8 1.384, H31 1.076
8 C 0.393 -0.464 -0.653  C3 1.419, C7 1.384, N9 1.393
9 N -0.589 -0.613 -1.631  C8 1.393, C10 1.351, H32 1.014
10 C -1.247 -1.735 -1.997  N9 1.351, O11 1.209, C12 1.529
11 O -0.940 -2.866 -1.700  C10 1.209
12 C -2.462 -1.503 -2.896  C10 1.529, S13 1.811, H33 1.091, H34 1.090
13 S -2.996 0.211 -3.126  C12 1.811, C14 1.749
14 C -3.408 0.584 -1.467  S13 1.749, N15 1.308, N18 1.356
15 N -3.407 -0.277 -0.482  C14 1.308, C16 1.359
16 C -3.740 0.442 0.622  N15 1.359, C17 1.363, H35 1.071
17 C -3.943 1.748 0.288  C16 1.363, N18 1.371, H36 1.070
18 N -3.723 1.839 -1.063  C14 1.356, C17 1.371, C19 1.433
19 C -3.842 3.003 -1.890  N18 1.433, H37 1.091, H38 1.089, H39 1.093
20 O 2.855 -2.150 1.464  C6 1.360, C21 1.360
21 C 3.615 -1.439 2.339  O20 1.360, C22 1.383, C26 1.411
22 C 4.577 -1.945 3.195  C21 1.383, C23 1.384, H40 1.078
23 C 5.239 -1.043 4.010  C22 1.384, C24 1.393, H41 1.080
24 C 4.952 0.319 3.971  C23 1.393, C25 1.381, H42 1.080
25 C 3.992 0.824 3.117  C24 1.381, C26 1.389, H43 1.079
26 C 3.313 -0.062 2.290  C5 1.436, C21 1.411, C25 1.389
27 H -0.309 3.247 0.699  C1 1.095
28 H -0.767 3.718 -0.958  C1 1.089
29 H 0.951 3.531 -0.537  C1 1.095
30 H 1.733 2.122 1.143  C4 1.077
31 H 0.927 -2.532 -0.482  C7 1.076
32 H -0.966 0.273 -1.949  N9 1.014
33 H -2.249 -1.887 -3.895  C12 1.091
34 H -3.297 -2.063 -2.473  C12 1.090
35 H -3.806 -0.035 1.578  C16 1.071
36 H -4.216 2.601 0.874  C17 1.070
37 H -3.085 2.969 -2.675  C19 1.091
38 H -3.701 3.896 -1.283  C19 1.089
39 H -4.827 3.046 -2.362  C19 1.093
40 H 4.794 -3.000 3.220  C22 1.078
41 H 5.996 -1.404 4.690  C23 1.080
42 H 5.492 0.989 4.623  C24 1.080
43 H 3.771 1.880 3.089  C25 1.079

Values from the calculation:
net charge	0
Kohn-Sham gap	8.07	eV
energy relative to the best compared isomer or geometry (same formula, charge and spin)	4.9	kcal/mol
SMILES	COc1cc2c(cc1NC(=O)CSc1nccn1C)oc1ccccc12



One molecule with the formula C19H17N3O4S. Source: the Open Molecules 2025 dataset; level of theory: ωB97M-V/def2-TZVPD.

Each atom is followed by the atoms it is bonded to, with distances in Å.
Cartesian coordinates (Å):
1 C 3.226 2.150 -2.321  O2 1.422, H28 1.091, H29 1.089, H30 1.091
2 O 3.588 1.438 -1.146  C1 1.422, C3 1.329
3 C 4.655 1.852 -0.470  O2 1.329, O4 1.201, C5 1.516
4 O 5.379 2.751 -0.800  C3 1.201
5 C 4.865 1.056 0.803  C3 1.516, S6 1.812, H31 1.089, H32 1.092
6 S 3.910 -0.483 0.857  C5 1.812, C7 1.735
7 C 2.347 0.221 1.119  S6 1.735, N8 1.306, N21 1.369
8 N 2.126 1.432 1.555  C7 1.306, N9 1.338
9 N 0.800 1.610 1.599  N8 1.338, C10 1.301
10 C 0.221 0.521 1.186  N9 1.301, C11 1.487, N21 1.375
11 C -1.249 0.303 1.124  C10 1.487, C12 1.532, O20 1.419, H33 1.104
12 C -1.975 1.239 2.095  C11 1.532, O13 1.407, H34 1.090, H35 1.097
13 O -3.360 0.992 2.069  C12 1.407, C14 1.371
14 C -3.872 0.890 0.802  O13 1.371, C15 1.389, C19 1.396
15 C -5.248 0.972 0.631  C14 1.389, C16 1.381, H36 1.078
16 C -5.800 0.896 -0.633  C15 1.381, C17 1.386, H37 1.079
17 C -4.981 0.748 -1.741  C16 1.386, C18 1.381, H38 1.079
18 C -3.613 0.645 -1.582  C17 1.381, C19 1.389, H39 1.079
19 C -3.052 0.704 -0.313  C14 1.396, C18 1.389, O20 1.375
20 O -1.689 0.559 -0.201  C11 1.419, C19 1.375
21 N 1.166 -0.422 0.860  C7 1.369, C10 1.375, C22 1.407
22 C 0.986 -1.728 0.368  N21 1.407, C23 1.390, C27 1.390
23 C 0.108 -1.956 -0.684  C22 1.390, C24 1.383, H40 1.079
24 C -0.063 -3.244 -1.158  C23 1.383, C25 1.385, H41 1.079
25 C 0.642 -4.296 -0.597  C24 1.385, C26 1.385, H42 1.079
26 C 1.522 -4.061 0.446  C25 1.385, C27 1.383, H43 1.079
27 C 1.697 -2.779 0.936  C22 1.390, C26 1.383, H44 1.079
28 H 4.045 2.801 -2.630  C1 1.091
29 H 3.005 1.416 -3.095  C1 1.089
30 H 2.338 2.747 -2.107  C1 1.091
31 H 5.918 0.796 0.908  C5 1.089
32 H 4.549 1.669 1.650  C5 1.092
33 H -1.483 -0.745 1.382  C11 1.104
34 H -1.642 1.071 3.119  C12 1.090
35 H -1.753 2.273 1.806  C12 1.097
36 H -5.862 1.101 1.508  C15 1.078
37 H -6.870 0.962 -0.753  C16 1.079
38 H -5.409 0.703 -2.731  C17 1.079
39 H -2.957 0.516 -2.428  C18 1.079
40 H -0.426 -1.129 -1.125  C23 1.079
41 H -0.747 -3.424 -1.974  C24 1.079
42 H 0.507 -5.298 -0.974  C25 1.079
43 H 2.075 -4.877 0.885  C26 1.079
44 H 2.375 -2.590 1.754  C27 1.079

Values from the calculation:
net charge	0
Kohn-Sham gap	9.03	eV
energy relative to the best compared isomer or geometry (same formula, charge and spin)	31.7	kcal/mol
SMILES	COC(=O)CSc1nnc([C@H]2COc3ccccc3O2)n1-c1ccccc1



A 3-piece molecular cluster, C19H18Br2O6 overall. Source: the Open Molecules 2025 dataset; level of theory: ωB97M-V/def2-TZVPD.

Each atom is followed by the atoms it is bonded to, with distances in Å.
Cartesian coordinates (Å):
1 C 0.176 -3.045 -2.417  C2 1.639, H12 1.170, H13 1.194, H14 1.194
2 C 1.765 -3.323 -2.703  C1 1.639, Br3 2.040, C4 1.673, H15 1.182
3 Br 1.866 -3.961 -4.638  C2 2.040
4 C 2.412 -4.531 -1.743  C2 1.673, Br5 2.019, C6 1.636, H16 1.176
5 Br 4.241 -4.890 -2.519  C4 2.019
6 C 2.420 -4.099 -0.165  C4 1.636, C7 1.673, C10 1.635, H17 1.178
7 C 1.073 -4.438 0.767  C6 1.673, C8 1.666, H18 1.192, H19 1.170
8 C 1.665 -3.732 2.156  C7 1.666, O9 1.501, H20 1.172, H21 1.193
9 O 3.140 -4.013 2.143  C8 1.501, C10 1.501
10 C 3.521 -4.717 0.874  C6 1.635, O9 1.501, O11 1.334
11 O 4.488 -5.628 0.755  C10 1.334
12 H -0.075 -2.722 -1.320  C1 1.170
13 H -0.135 -2.119 -3.104  C1 1.194
14 H -0.504 -3.944 -2.811  C1 1.194
15 H 2.387 -2.325 -2.586  C2 1.182
16 H 1.802 -5.529 -1.864  C4 1.176
17 H 2.557 -2.939 -0.014  C6 1.178
18 H 0.957 -5.562 1.146  C7 1.192
19 H 0.027 -4.097 0.368  C7 1.170
20 H 1.095 -3.920 3.162  C8 1.172
21 H 1.543 -2.551 2.042  C8 1.193
22 O 0.072 4.622 -2.855  C23 1.223
23 C 0.163 3.471 -2.449  O22 1.223, C24 1.476, C29 1.476
24 C 0.938 2.456 -3.189  C23 1.476, C25 1.337, H30 1.083
25 C 1.035 1.199 -2.746  C24 1.337, C26 1.476, H31 1.083
26 C 0.372 0.772 -1.498  C25 1.476, O27 1.223, C28 1.476
27 O 0.463 -0.379 -1.092  C26 1.223
28 C -0.403 1.787 -0.758  C26 1.476, C29 1.337, H32 1.083
29 C -0.500 3.044 -1.201  C23 1.476, C28 1.337, H33 1.083
30 H 1.419 2.785 -4.102  C24 1.083
31 H 1.599 0.442 -3.277  C25 1.083
32 H -0.884 1.458 0.156  C28 1.083
33 H -1.064 3.801 -0.670  C29 1.083
34 O -4.251 4.767 5.495  C35 1.223
35 C -3.814 4.745 4.353  O34 1.223, C36 1.476, C41 1.476
36 C -3.497 5.992 3.629  C35 1.476, C37 1.337, H42 1.083
37 C -3.022 5.967 2.380  C36 1.337, C38 1.476, H43 1.083
38 C -2.791 4.693 1.672  C37 1.476, O39 1.223, C40 1.476
39 O -2.354 4.671 0.529  C38 1.223
40 C -3.108 3.446 2.396  C38 1.476, C41 1.337, H44 1.083
41 C -3.583 3.471 3.645  C35 1.476, C40 1.337, H45 1.083
42 H -3.671 6.919 4.162  C36 1.083
43 H -2.785 6.873 1.835  C37 1.083
44 H -2.934 2.519 1.862  C40 1.083
45 H -3.820 2.565 4.190  C41 1.083

Values from the calculation:
net charge	0
Kohn-Sham gap	7.42	eV
SMILES	C[C@H](Br)[C@@H](Br)[C@H]1CCOC1=O.O=C1C=CC(=O)C=C1.O=C1C=CC(=O)C=C1



LUMO level across the listed records, respectively: 0.430, 0.497, -2.112 eV.